59
Properties=species:S:1:pos:R:3:forces:R:3:nbo_charge:R:1 method="wB97M-V/def2-TZVPD" lumo_ev=-2.066 smiles=COc1ccc(CN2CC[NH+](Cc3ccc(OC)c(OC)c3OC)CC2)cc1 de_lowest_kcal_mol=25.4 gap_ev=8.589 charge=+1 homo_ha=-0.392
C 8.383328 0.227120 1.859717 0.110 0.107 0.253 -0.255
O 7.833483 -0.300111 0.673751 -0.185 -0.098 -0.318 -0.482
C 6.604664 0.106760 0.282497 -0.156 -0.017 -0.114 0.320
C 6.147009 -0.413731 -0.931352 0.172 -0.034 0.123 -0.247
C 4.908311 -0.063707 -1.420336 0.075 0.092 0.131 -0.189
C 4.081528 0.810084 -0.717706 -0.111 0.112 -0.013 -0.126
C 2.707715 1.152230 -1.234779 0.102 0.014 0.035 -0.226
N 1.637490 0.279798 -0.749214 -0.010 -0.053 0.101 -0.452
C 1.783488 -1.100158 -1.184090 -0.027 0.109 -0.070 -0.248
C 0.721932 -1.973492 -0.500415 0.589 -0.303 -0.245 -0.232
N -0.430719 -1.150150 -0.085586 -0.284 -0.222 0.152 -0.372
C -1.115479 -0.482595 -1.231963 -0.661 0.319 -0.600 -0.236
C -2.425629 0.106355 -0.789583 -0.034 -0.187 0.064 -0.157
C -2.728181 1.435416 -1.018029 0.021 -0.266 0.069 -0.177
C -3.949599 1.952018 -0.631101 -0.202 0.075 0.065 -0.299
C -4.885169 1.164020 0.028357 0.104 -0.017 -0.048 0.287
O -6.072359 1.636949 0.477210 0.268 -0.462 0.066 -0.495
C -6.427211 2.978188 0.216206 -0.096 0.307 -0.039 -0.255
C -4.594290 -0.196576 0.288443 -0.033 -0.178 -0.004 0.203
O -5.387635 -1.048718 0.990215 0.585 0.300 0.019 -0.510
C -6.793336 -0.873777 1.047173 -0.573 -0.082 0.109 -0.242
C -3.368617 -0.712158 -0.149911 -0.044 0.221 -0.101 0.321
O -2.951362 -2.014272 0.063547 -0.027 0.629 0.094 -0.572
C -3.890478 -3.082621 0.036419 -0.233 -0.592 0.080 -0.238
C -0.013894 -0.183044 0.960346 0.362 0.602 0.511 -0.231
C 1.407497 0.334378 0.679545 -0.033 -0.146 0.003 -0.247
C 4.543825 1.327887 0.483525 -0.077 -0.081 -0.223 -0.127
C 5.788127 0.988467 0.985367 0.319 -0.063 0.203 -0.322
H 7.784277 -0.043186 2.734953 0.014 0.018 -0.045 0.177
H 9.371319 -0.220453 1.948695 -0.073 0.061 0.037 0.210
H 8.482894 1.315244 1.805490 -0.016 -0.041 -0.001 0.181
H 6.792505 -1.084105 -1.475420 0.094 -0.084 -0.074 0.233
H 4.585559 -0.458125 -2.373501 -0.029 -0.049 -0.122 0.210
H 2.437598 2.171152 -0.948111 0.023 0.001 -0.084 0.211
H 2.693245 1.087300 -2.325601 0.008 0.090 0.005 0.210
H 1.661320 -1.119309 -2.270203 0.026 -0.085 0.015 0.212
H 2.779254 -1.506759 -0.948156 -0.149 -0.042 -0.021 0.215
H 1.131083 -2.444072 0.395941 -0.140 0.050 -0.014 0.225
H 0.381679 -2.760636 -1.174303 -0.089 0.053 0.108 0.236
H -1.175899 -1.759706 0.296322 0.252 0.051 -0.031 0.480
H -1.286619 -1.247246 -1.994344 0.129 -0.066 0.098 0.227
H -0.455304 0.289826 -1.625517 -0.068 -0.195 0.090 0.264
H -2.012847 2.071840 -1.513904 0.114 0.087 -0.071 0.222
H -4.161787 2.988678 -0.827669 -0.073 0.115 -0.002 0.234
H -5.738660 3.675976 0.700401 -0.012 -0.036 -0.028 0.185
H -6.467422 3.180747 -0.857362 0.019 -0.020 0.037 0.186
H -7.420998 3.099466 0.643092 0.081 0.046 -0.050 0.213
H -7.211050 -0.662068 0.061931 0.028 -0.010 0.028 0.185
H -7.071418 -0.080610 1.741059 0.025 -0.121 -0.090 0.199
H -7.179726 -1.826233 1.409141 -0.005 0.060 -0.048 0.196
H -4.421235 -3.167961 0.983832 0.082 0.006 -0.143 0.207
H -3.298289 -3.980942 -0.138421 -0.071 0.041 -0.023 0.192
H -4.605816 -2.955192 -0.776051 0.031 0.046 0.004 0.191
H -0.051071 -0.671591 1.935105 -0.110 -0.076 -0.105 0.226
H -0.735321 0.635135 0.954120 0.013 -0.143 -0.007 0.239
H 1.480763 1.369646 1.011685 -0.018 -0.049 0.069 0.230
H 2.151649 -0.250499 1.242985 -0.025 0.087 0.020 0.189
H 3.933246 2.026429 1.038217 -0.061 0.099 0.057 0.198
H 6.112638 1.422703 1.917315 0.075 0.020 0.086 0.226